#P
This record from OMol25 describes C7H8S as an isolated structure. The level of theory is ωB97M-V/def2-TZVPD.

Total charge: 0
Orbital gap, eV: 8.6

Last column: natural (NBO) charge in e.
Atoms and positions in Å:
1 C 0.87857 -1.04836 -0.44283  -0.012
2 C -0.33721 -1.17114 0.23636  -0.308
3 C -1.03398 -0.42586 -1.08278  -0.331
4 C 0.44355 0.27297 -0.96672  -0.296
5 C 0.08860 1.17344 0.07329  -0.257
6 C 0.74744 0.92500 1.34663  -0.408
7 C -0.47190 0.14958 1.10498  -0.204
8 H -0.80402 -2.17424 0.52954  0.246
9 H -1.13132 -1.17086 -1.92911  0.201
10 H -1.86925 0.18785 -1.06809  0.211
11 H 1.04315 0.63885 -1.80300  0.234
12 H -0.21762 2.16250 -0.08216  0.234
13 H 1.66947 0.48254 1.39920  0.221
14 H 0.47755 1.69799 2.13136  0.220
15 H -1.43791 0.51812 1.49115  0.237
16 S 1.95488 -2.21838 -0.93782  0.011

=====

#Q
This record from OMol25 describes one molecule with the formula C7H8S. The level of theory is ωB97M-V/def2-TZVPD.

Total charge: 0
Orbital gap (spin up / spin down), eV: 8.2 / 7.5

Last column: natural (NBO) charge in e.
Atoms and positions in Å:
1 C 0.64144 1.29867 -0.51654  -0.397
2 C 1.55122 0.06015 -0.35858  -0.278
3 C -0.69461 0.96018 0.21177  -0.261
4 C 0.80796 -1.03752 0.43059  -0.294
5 C 1.11280 -1.22359 -0.93449  -0.100
6 C -0.54896 -0.45861 0.75757  -0.246
7 C -1.54607 -0.15449 -0.29704  -0.184
8 S -3.23912 -0.13445 -0.19266  0.118
9 H 1.03077 2.17830 0.09328  0.210
10 H 0.68880 1.58009 -1.62483  0.226
11 H 2.64933 0.26134 -0.23835  0.222
12 H -1.03808 1.76018 0.78125  0.221
13 H 1.29202 -1.50628 1.31330  0.229
14 H 1.85939 -1.71962 -1.53344  0.201
15 H -0.92215 -0.58682 1.87610  0.223
16 H -3.64475 -1.27754 0.23209  0.111

=====

Pick #P: it beats the second-best structure by 52.5 kcal/mol.

=====

#P
This record from OMol25 describes C25H16Cl2NO9PS2Zr as an isolated structure. The level of theory is ωB97M-V/def2-TZVPD.

Total charge: 0
Orbital gap, eV: 7.4

Last column: natural (NBO) charge in e.
Atoms and positions in Å:
1 Zr -1.53627 0.26977 -0.20556  1.943
2 O -3.78564 -3.72655 -0.59922  -0.646
3 C -3.46374 -2.52749 -0.13971  0.801
4 O -3.81509 -1.47340 -0.60781  -0.569
5 C -2.58300 -2.56479 1.07283  0.103
6 C -2.30411 -3.68604 1.81203  -0.192
7 C -1.48262 -3.54816 2.93271  -0.129
8 C -0.98253 -2.30748 3.27058  -0.190
9 C -1.29249 -1.24159 2.44821  0.163
10 N -2.07352 -1.36577 1.37909  -0.520
11 C -0.76344 0.16004 2.67385  0.784
12 O -0.29201 0.48149 3.72924  -0.555
13 O -0.94615 0.92341 1.61359  -0.855
14 H -4.18826 -3.61834 -1.48097  0.525
15 H -2.71818 -4.64118 1.52156  0.251
16 H -1.23790 -4.41685 3.53090  0.233
17 H -0.34284 -2.14151 4.12587  0.258
18 O -3.54414 -1.05105 -5.83059  -0.448
19 C -3.31145 -0.84157 -4.68010  0.408
20 C -3.58418 0.45200 -3.88136  0.407
21 O -4.36714 1.32223 -4.15556  -0.498
22 C -2.74745 0.30451 -2.68573  0.216
23 C -2.11319 -0.90036 -2.63369  0.223
24 O -1.35292 -1.20818 -1.59346  -0.808
25 C -2.63320 -1.79317 -3.67304  0.413
26 O -2.69004 -2.99946 -3.66417  -0.534
27 O -2.64873 1.13510 -1.65513  -0.827
28 Cl -3.93682 1.14181 1.04358  0.090
29 C -3.83685 2.79390 0.35317  -0.364
30 Cl -2.13946 3.26493 0.21619  0.105
31 H -4.35142 3.46905 1.02132  0.238
32 H -4.26267 2.75434 -0.63910  0.256
33 S 0.90064 -1.25505 0.32618  -0.525
34 P 1.65934 0.50185 -0.22663  1.200
35 S 0.40492 1.51268 -1.45546  -0.479
36 C 2.10200 1.50976 1.20716  -0.442
37 C 2.89002 0.92406 2.19654  -0.116
38 C 3.24207 1.65106 3.32213  -0.223
39 C 2.80545 2.96255 3.46648  -0.187
40 C 2.02240 3.54707 2.48216  -0.198
41 C 1.66852 2.81962 1.35239  -0.182
42 C 3.23603 0.26710 -1.08911  -0.324
43 C 4.18549 1.28868 -1.09360  -0.206
44 C 5.37047 1.13062 -1.79777  -0.211
45 C 5.60967 -0.04385 -2.50012  -0.193
46 C 4.66434 -1.06068 -2.50120  -0.198
47 C 3.47622 -0.90719 -1.79832  -0.206
48 H 3.21331 -0.10509 2.08932  0.217
49 H 3.84845 1.19238 4.09291  0.216
50 H 3.06790 3.52564 4.35368  0.216
51 H 1.67768 4.56690 2.59694  0.215
52 H 1.04945 3.26429 0.58404  0.230
53 H 4.00169 2.20357 -0.54308  0.226
54 H 6.10946 1.92231 -1.79448  0.218
55 H 6.53488 -0.16477 -3.04972  0.216
56 H 4.85166 -1.97598 -3.04853  0.217
57 H 2.73538 -1.69719 -1.79140  0.238

=====

#Q
This record from OMol25 describes C25H16Cl2NO9PS2Zr as an isolated structure. The level of theory is ωB97M-V/def2-TZVPD.

Total charge: 0
Orbital gap, eV: 7.0

Last column: natural (NBO) charge in e.
Atoms and positions in Å:
1 Zr -0.72589 0.10180 0.02357  1.937
2 O 0.98947 1.87326 -3.64862  -0.635
3 C 0.57592 1.12290 -2.65271  0.815
4 O -0.52489 1.22272 -2.13892  -0.581
5 C 1.51613 0.06214 -2.20516  0.095
6 C 2.69751 -0.30743 -2.81768  -0.177
7 C 3.37681 -1.41016 -2.30724  -0.144
8 C 2.83225 -2.12998 -1.25462  -0.179
9 C 1.65007 -1.67711 -0.68906  0.146
10 N 1.03999 -0.59234 -1.14798  -0.498
11 C 0.88033 -2.34878 0.45966  0.788
12 O 1.21262 -3.43280 0.86576  -0.564
13 O -0.10662 -1.61651 0.87879  -0.840
14 H 0.31600 2.52696 -3.88641  0.520
15 H 3.06379 0.25175 -3.66614  0.249
16 H 4.31978 -1.71125 -2.74266  0.236
17 H 3.30352 -3.01745 -0.85668  0.258
18 O -0.84741 6.19092 0.66344  -0.449
19 C -0.81799 5.02441 0.40261  0.397
20 C -2.03175 4.11184 0.19252  0.393
21 O -3.17927 4.46098 0.07685  -0.497
22 C -1.46700 2.75941 0.14362  0.216
23 C -0.08172 2.78951 0.19131  0.254
24 O 0.57922 1.65122 0.17596  -0.838
25 C 0.43336 4.15458 0.25611  0.376
26 O 1.57663 4.53623 0.18600  -0.509
27 O -2.07379 1.60197 0.06982  -0.800
28 Cl -0.83388 0.78239 2.66636  0.114
29 C 0.69754 0.10776 3.30583  -0.367
30 Cl 1.91647 0.08087 2.02817  0.065
31 H 0.50814 -0.90942 3.62944  0.246
32 H 1.04915 0.74470 4.10797  0.242
33 S -3.03081 -0.98464 0.98136  -0.458
34 P -3.18936 -1.62070 -0.90933  1.169
35 S -1.47614 -1.67330 -1.97022  -0.509
36 C -3.93998 -3.27768 -0.83970  -0.416
37 C -5.25931 -3.38014 -0.40358  -0.122
38 C -5.83985 -4.62878 -0.26801  -0.228
39 C -5.10517 -5.77115 -0.56157  -0.197
40 C -3.78843 -5.66663 -0.98084  -0.197
41 C -3.19913 -4.41709 -1.11681  -0.191
42 C -4.39054 -0.65046 -1.87664  -0.320
43 C -4.94424 -1.25361 -3.00461  -0.204
44 C -5.90486 -0.57999 -3.73873  -0.218
45 C -6.30460 0.69274 -3.35065  -0.198
46 C -5.73104 1.29988 -2.24422  -0.197
47 C -4.76835 0.63114 -1.50029  -0.214
48 H -5.81466 -2.47968 -0.16863  0.217
49 H -6.86349 -4.71487 0.07261  0.217
50 H -5.56182 -6.74711 -0.45882  0.216
51 H -3.21629 -6.55955 -1.19649  0.216
52 H -2.16940 -4.32083 -1.43741  0.234
53 H -4.62383 -2.24809 -3.29145  0.222
54 H -6.34926 -1.05127 -4.60572  0.216
55 H -7.07478 1.20731 -3.91069  0.215
56 H -6.03915 2.29381 -1.94730  0.223
57 H -4.32004 1.09225 -0.62969  0.255

=====

Pick #P: it beats the second-best structure by 5.0 kcal/mol.

=====

#P
This record from OMol25 describes one molecule with the formula C25H26N2O5. The level of theory is ωB97M-V/def2-TZVPD.

SMILES: CCOc1ccc(/C=N/OCC(=O)Nc2ccc(OCc3ccccc3)cc2)cc1OC
Total charge: 0
Orbital gap, eV: 8.1

Last column: natural (NBO) charge in e.
Atoms and positions in Å:
1 C -2.61801 -4.44726 -0.31999  -0.641
2 C -3.59048 -4.29859 -1.48602  -0.062
3 O -4.60140 -3.34114 -1.23924  -0.522
4 C -4.30348 -2.00745 -1.23127  0.309
5 C -3.09297 -1.48540 -1.68409  -0.290
6 C -2.83894 -0.13091 -1.69242  -0.191
7 C -3.80319 0.76559 -1.23395  -0.116
8 C -3.56501 2.19099 -1.19024  0.073
9 N -2.43315 2.66404 -1.52669  -0.179
10 O -2.27689 4.03879 -1.39966  -0.372
11 C -0.99534 4.46506 -1.81614  -0.158
12 C 0.18456 4.00670 -0.93725  0.649
13 O 1.09360 4.76286 -0.67070  -0.611
14 N 0.08674 2.70775 -0.58201  -0.643
15 C 0.94006 1.93835 0.21356  0.200
16 C 2.16222 2.39943 0.68517  -0.235
17 C 2.96904 1.58342 1.45884  -0.310
18 C 2.56667 0.29139 1.77452  0.356
19 O 3.27634 -0.59566 2.53214  -0.513
20 C 4.50691 -0.18193 3.08227  -0.103
21 C 5.59735 0.05379 2.06396  0.034
22 C 5.57810 -0.60788 0.84420  -0.241
23 C 6.58443 -0.39594 -0.08116  -0.198
24 C 7.62327 0.47165 0.20797  -0.217
25 C 7.65139 1.12926 1.42635  -0.201
26 C 6.64152 0.92424 2.34893  -0.249
27 C 1.33875 -0.17084 1.29840  -0.258
28 C 0.53619 0.64078 0.52872  -0.252
29 C -5.01663 0.25311 -0.78406  -0.201
30 C -5.29001 -1.10886 -0.77082  0.241
31 O -6.53392 -1.41296 -0.30997  -0.494
32 C -6.92398 -2.74086 -0.03863  -0.239
33 H -1.89722 -5.22849 -0.54425  0.219
34 H -3.16084 -4.71796 0.58239  0.215
35 H -2.08493 -3.51796 -0.13443  0.215
36 H -3.05733 -4.07361 -2.41744  0.172
37 H -4.14440 -5.23088 -1.62811  0.196
38 H -2.32841 -2.15029 -2.05233  0.219
39 H -1.89735 0.23974 -2.06424  0.224
40 H -4.37332 2.83221 -0.84170  0.191
41 H -1.04154 5.55490 -1.79329  0.224
42 H -0.79567 4.13383 -2.84447  0.195
43 H -0.77139 2.24111 -0.88259  0.424
44 H 2.48004 3.40034 0.44583  0.253
45 H 3.91680 1.96885 1.79868  0.224
46 H 4.79861 -1.01015 3.73955  0.207
47 H 4.36922 0.71336 3.70491  0.181
48 H 4.76671 -1.28526 0.62193  0.222
49 H 6.55739 -0.91135 -1.02992  0.213
50 H 8.40895 0.63698 -0.51417  0.213
51 H 8.45913 1.80817 1.65682  0.213
52 H 6.66132 1.44330 3.29718  0.209
53 H 1.03443 -1.17457 1.55061  0.218
54 H -0.41629 0.27466 0.17073  0.210
55 H -5.79018 0.91240 -0.42190  0.225
56 H -6.96970 -3.34548 -0.94617  0.187
57 H -7.92125 -2.65722 0.39339  0.189
58 H -6.25653 -3.21815 0.68224  0.178

=====

#Q
This record from OMol25 describes one molecule with the formula C25H26N2O5. The level of theory is ωB97M-V/def2-TZVPD.

SMILES: CC[C@H](C)c1ccccc1NC(=O)COC(=O)c1ccc(C)c(NC(=O)c2ccco2)c1
Total charge: 0
Orbital gap, eV: 8.5

Last column: natural (NBO) charge in e.
Atoms and positions in Å:
1 C -0.95135 -2.11832 -1.50342  -0.615
2 C -0.97202 -0.96255 -0.51063  -0.391
3 C -2.01172 -1.12264 0.61857  -0.231
4 C -1.62151 -2.25597 1.56837  -0.607
5 C -3.40532 -1.26182 0.03932  -0.064
6 C -4.01283 -2.50452 -0.07908  -0.202
7 C -5.27004 -2.65305 -0.63864  -0.226
8 C -5.95243 -1.54284 -1.09942  -0.202
9 C -5.37572 -0.29173 -0.99643  -0.248
10 C -4.11151 -0.14307 -0.43635  0.219
11 N -3.52546 1.12502 -0.33287  -0.635
12 C -3.91751 2.31775 -0.83067  0.661
13 O -4.92021 2.55337 -1.46463  -0.603
14 C -2.91562 3.44313 -0.51050  -0.178
15 O -1.82570 2.99417 0.27761  -0.530
16 C -0.63692 2.79817 -0.34674  0.783
17 O -0.43495 3.11203 -1.48939  -0.569
18 C 0.33319 2.11921 0.54107  -0.168
19 C 0.05007 1.86128 1.87922  -0.187
20 C 0.97082 1.17340 2.64572  -0.203
21 C 2.17349 0.72943 2.11560  -0.032
22 C 3.14218 -0.02447 2.97882  -0.650
23 C 2.45744 0.99890 0.76480  0.215
24 N 3.67208 0.55777 0.24458  -0.625
25 C 4.11542 0.58195 -1.05066  0.641
26 O 3.49188 0.99020 -2.00604  -0.581
27 C 5.47681 0.03614 -1.18201  0.144
28 C 6.25531 -0.09600 -2.30299  -0.231
29 C 7.47068 -0.67074 -1.87427  -0.313
30 C 7.34832 -0.84715 -0.52905  0.116
31 O 6.15127 -0.42591 -0.09670  -0.409
32 C 1.53629 1.69147 -0.01117  -0.205
33 H -0.23425 -1.90655 -2.29271  0.218
34 H -0.66016 -3.04935 -1.02409  0.197
35 H -1.93152 -2.25186 -1.95510  0.214
36 H 0.01680 -0.85362 -0.05791  0.204
37 H -1.17781 -0.04413 -1.06512  0.201
38 H -1.97290 -0.20964 1.22967  0.195
39 H -1.48312 -3.19705 1.04579  0.204
40 H -0.68316 -2.00316 2.05910  0.212
41 H -2.38457 -2.39018 2.33181  0.216
42 H -3.49629 -3.38463 0.26789  0.211
43 H -5.70982 -3.63627 -0.71522  0.211
44 H -6.93249 -1.64558 -1.53975  0.214
45 H -5.89325 0.58153 -1.35623  0.251
46 H -2.66382 1.15342 0.19622  0.418
47 H -2.54862 3.85435 -1.45797  0.243
48 H -3.43403 4.22868 0.04442  0.218
49 H -0.87553 2.20272 2.31457  0.231
50 H 0.75038 0.97122 3.68388  0.213
51 H 3.35250 -1.01061 2.56333  0.222
52 H 4.08353 0.51790 3.07725  0.220
53 H 2.72942 -0.15967 3.97509  0.231
54 H 4.31223 0.15672 0.91543  0.414
55 H 5.97594 0.18770 -3.29606  0.248
56 H 8.31737 -0.91788 -2.48045  0.236
57 H 8.01947 -1.24840 0.20490  0.207
58 H 1.73927 1.89171 -1.05074  0.277

=====

Pick #Q: it beats the second-best structure by 88.4 kcal/mol.

=====

#P
This record from OMol25 describes C3HF3O as an isolated structure. The level of theory is ωB97M-V/def2-TZVPD.

Total charge: 0
Orbital gap, eV: 11.0

Last column: natural (NBO) charge in e.
Atoms and positions in Å:
1 C 1.02176 0.07920 0.62942  0.048
2 C -0.29814 0.18621 0.72677  0.257
3 C -0.43888 -0.11596 -0.75334  0.853
4 O 0.95304 -0.18211 -0.87382  -0.498
5 F -1.15847 0.39978 1.69623  -0.271
6 F -0.99371 0.82091 -1.52451  -0.307
7 F -1.03044 -1.27723 -1.06162  -0.310
8 H 1.94484 0.08920 1.16087  0.228

=====

#Q
This record from OMol25 describes a 2-piece molecular cluster, C3HF3O overall. The level of theory is ωB97M-V/def2-TZVPD.

Total charge: 0
Orbital gap, eV: 10.9

Last column: natural (NBO) charge in e.
Atoms and positions in Å:
1 C -3.58876 -0.19798 -0.06233  0.509
2 C -0.09173 0.37249 0.36131  0.045
3 C 0.10702 1.64967 0.08436  0.667
4 O -2.87425 0.30065 -0.77826  -0.512
5 F -0.90487 -0.01470 1.35204  -0.328
6 F -0.55615 2.69136 0.68390  -0.307
7 F 0.91312 2.00857 -0.83884  -0.275
8 H 0.33037 -0.54803 0.05333  0.200

=====

Pick #Q: it beats the second-best structure by 8.9 kcal/mol.

=====

#P
This record from OMol25 describes a 2-piece molecular cluster, C3H11N3O2 overall. The level of theory is ωB97M-V/def2-TZVPD.

Total charge: 0
Orbital gap (spin up / spin down), eV: 6.4 / 7.0

Last column: natural (NBO) charge in e.
Atoms and positions in Å:
1 C -0.11457 -0.48870 1.54263  -0.431
2 C -1.66879 1.35424 -0.24922  -0.647
3 N -0.43510 -0.74827 0.15994  -0.068
4 C -0.84405 0.21620 -0.88466  0.279
5 N -0.37087 -2.02257 -0.30908  -0.587
6 O -1.34193 -0.34944 -1.92054  -0.760
7 H -0.87206 -2.00185 -1.21769  0.429
8 H -0.71955 -2.70112 0.35992  0.365
9 H -1.00067 -0.66532 2.16700  0.204
10 H 0.70861 -1.12902 1.86661  0.220
11 H 0.21785 0.53951 1.64919  0.234
12 H -2.58037 0.94525 0.19083  0.213
13 H -1.10913 1.90948 0.50479  0.197
14 H -1.95293 2.03265 -1.05306  0.235
15 N 2.95727 0.60175 -0.23837  -0.402
16 O 1.72796 0.19972 -0.57266  -0.433
17 H 0.40684 0.59346 -1.06867  0.284
18 H 3.26700 1.57168 -0.19826  0.343
19 H 3.72449 0.14233 -0.72868  0.327

=====

#Q
This record from OMol25 describes a 3-piece molecular cluster, C3H11N3O2 overall. The level of theory is ωB97M-V/def2-TZVPD.

SMILES: C=NCC.NN=O.O
Total charge: 0
Orbital gap, eV: 9.8

Last column: natural (NBO) charge in e.
Atoms and positions in Å:
1 C -0.19615 -2.62570 -0.23202  -0.027
2 N 0.04153 -1.41432 -0.01995  -0.422
3 C 1.25795 -0.99865 0.62198  -0.243
4 C 2.03805 -0.07635 -0.31329  -0.620
5 H 0.44489 -3.44338 0.10993  0.152
6 H -1.11970 -2.89917 -0.72395  0.172
7 H 1.87147 -1.85944 0.92886  0.170
8 H 0.96365 -0.43125 1.51031  0.206
9 H 1.43479 0.79498 -0.55973  0.244
10 H 2.95610 0.24118 0.17434  0.213
11 H 2.31675 -0.61103 -1.21944  0.203
12 N -1.73266 0.61003 -0.91780  -0.567
13 N -1.51991 1.88183 -0.99236  0.217
14 O -0.37206 2.27801 -0.71300  -0.484
15 H -2.67537 0.31722 -1.12382  0.382
16 H -1.02165 -0.07747 -0.59111  0.407
17 O -1.83327 2.64549 1.63116  -0.950
18 H -1.95340 3.25469 0.84206  0.479
19 H -0.90100 2.41333 1.58782  0.470

=====

Pick #Q: it beats the second-best structure by 89.0 kcal/mol.